This record from OMol25 describes a 14-piece molecular cluster, C7H39NO13 overall. The level of theory is ωB97M-V with the def2-TZVPD basis set.

HOMO energy: -9.04 eV
LUMO energy: 0.0 eV

```
60
Properties=species:S:1:pos:R:3:forces:R:3:mulliken_charge:R:1
O -1.341 -4.783 0.473 0.9 0.0 1.7 -0.64
O -2.124 2.955 0.520 5.5 0.8 3.0 -0.54
O 2.952 -0.826 2.350 0.0 3.1 2.3 -0.66
O 1.118 1.261 3.017 -2.2 0.4 0.6 -0.87
O 1.287 -3.993 1.632 0.7 -2.5 3.8 -0.60
O 1.724 4.317 -0.856 1.9 1.0 1.2 -0.79
O -1.489 1.166 2.451 -0.5 0.5 0.2 -0.87
O 0.631 1.969 -3.465 -2.2 1.1 1.0 -0.70
O 2.504 0.395 0.185 1.0 -3.9 1.5 -0.41
O -3.751 1.677 -1.056 -0.6 1.9 -0.8 -0.73
O -0.761 3.640 -1.773 -0.7 -0.7 -0.5 -0.79
O 0.877 2.499 0.833 -0.9 0.1 1.5 -0.57
O 2.967 1.807 -2.049 5.8 2.9 5.3 -0.55
N 1.139 -2.682 -1.122 0.0 0.2 0.5 -0.30
C -1.061 -0.970 -0.887 0.2 0.6 -0.7 -0.10
C 0.054 -3.054 -2.012 1.7 0.5 -3.0 -0.59
C -0.833 -1.871 -2.220 -3.2 2.9 1.3 -0.70
C -0.793 -1.645 1.473 1.3 0.3 -1.4 0.78
C -0.884 0.362 -0.970 -0.6 0.5 -0.3 -0.26
C -1.252 -2.385 2.644 3.5 1.0 3.8 -1.88
C -1.577 -1.546 0.403 1.1 0.6 -1.4 -0.06
H -1.961 -2.060 -2.495 2.3 -0.3 0.0 0.33
H 1.939 -3.283 -1.248 0.3 0.4 -0.1 0.30
H -0.112 2.448 0.876 1.3 0.1 0.0 0.14
H 2.965 0.651 -0.563 1.1 1.4 -2.5 0.32
H -3.624 0.750 -0.991 0.3 -1.4 -0.3 0.31
H -1.159 3.127 -1.053 0.4 0.7 0.0 0.35
H 0.081 4.006 -1.479 0.2 0.4 0.2 0.46
H -1.054 -4.604 1.426 -0.5 -0.3 -2.0 0.32
H 3.308 2.756 -2.113 -1.1 -2.1 0.0 0.29
H 1.185 2.254 1.794 -0.5 0.1 -1.7 0.53
H 2.424 1.651 -2.706 -4.5 -0.8 -5.5 0.24
H 1.190 -3.517 0.876 -0.6 2.6 -4.0 0.25
H 1.132 0.315 2.885 0.9 -0.9 -0.2 0.29
H 0.118 2.227 -2.584 1.5 -0.1 -2.6 0.47
H -1.091 1.125 -0.180 0.2 -1.5 -0.5 0.03
H 3.401 -1.100 1.573 0.4 -0.1 -1.3 0.29
H -2.618 -1.839 0.337 0.0 -0.6 0.4 0.42
H -1.371 -1.713 3.580 0.7 -0.9 -1.1 0.28
H -0.403 -3.945 -1.678 -0.9 -0.7 0.5 0.20
H -0.508 -5.092 0.079 -0.4 0.1 0.2 0.32
H 1.929 1.048 0.455 -2.0 2.4 0.3 0.20
H 1.960 -3.534 2.145 0.0 0.0 0.0 0.32
H 1.422 3.572 -0.276 0.5 0.3 0.1 0.48
H -2.791 2.647 0.041 -5.2 -2.2 -3.6 0.33
H -2.168 -2.805 2.625 -3.2 -1.4 -1.0 0.59
H 0.430 -3.300 -3.112 -0.5 0.2 2.0 0.31
H -0.428 -1.107 -2.958 -0.4 -1.2 0.7 0.23
H -1.972 1.687 1.773 0.4 -0.4 0.3 0.33
H -1.628 0.231 2.267 -0.1 -0.1 -0.3 0.29
H -0.511 -3.220 2.899 -0.9 1.3 -0.1 0.37
H -2.392 3.649 1.073 -0.7 1.7 1.0 0.29
H 2.449 4.772 -0.306 -1.9 -1.0 -1.3 0.33
H -0.688 0.865 -1.929 0.2 -0.8 0.4 0.16
H 0.111 2.485 -4.141 0.9 -0.8 1.0 0.30
H 0.318 -1.276 1.364 -2.2 -0.8 0.4 -0.09
H 0.099 1.348 2.915 1.4 0.3 0.4 0.50
H -3.821 1.943 -1.998 0.1 -0.6 0.9 0.32
H 3.099 0.216 2.354 -0.4 -3.6 -0.2 0.34
H 1.352 -1.671 -1.098 0.1 -0.9 -0.2 0.06
```
Forces are in eV/Å.

---

This record from OMol25 describes one molecule with the formula C7H4. The level of theory is ωB97M-V with the def2-TZVPD basis set.

HOMO energy (alpha / beta): -7.51 / -9.21 eV
LUMO energy (alpha / beta): 0.4 / -2.3 eV
multiplicity: 3
<S²>: 2.012

```
11
Properties=species:S:1:pos:R:3:forces:R:3:mulliken_charge:R:1
C -0.806 -0.768 0.819 0.6 -0.4 1.2 -0.03
C -1.054 0.777 1.145 -2.2 0.0 0.6 -0.55
C -2.879 -0.176 -0.724 2.6 -1.6 3.2 -0.43
C -2.015 0.798 -0.090 -1.4 0.0 0.5 0.25
C 0.234 -0.090 -0.269 2.9 -2.3 3.0 -0.52
C -0.546 1.159 -0.159 1.2 1.3 -1.7 -0.10
C -2.098 -0.942 0.100 -1.2 2.4 -3.0 0.03
H -0.540 -1.587 1.601 -0.1 1.6 -1.6 0.35
H 0.417 -0.813 -1.041 -0.1 0.4 -1.2 0.39
H -0.350 2.218 -0.510 -0.1 -1.5 0.4 0.39
H 1.277 -0.021 0.346 -2.4 0.1 -1.5 0.22
```
Forces are in eV/Å.

---

This record from OMol25 describes a 15-piece molecular cluster, C7H40O14 overall. The level of theory is ωB97M-V with the def2-TZVPD basis set.

HOMO energy: -9.31 eV
LUMO energy: 0.0 eV

```
61
Properties=species:S:1:pos:R:3:forces:R:3:mulliken_charge:R:1
O 0.642 -3.217 2.250 0.2 -0.2 0.1 -0.67
O -0.287 -3.603 -2.300 0.7 1.3 -1.3 -0.69
O -1.801 -2.974 -0.357 -0.2 0.7 1.0 -0.58
O -2.847 -0.521 -3.285 0.3 0.1 0.3 -0.65
O 0.734 -0.055 -4.791 -0.1 1.2 0.9 -0.77
O -0.794 -0.900 3.764 1.7 -1.4 -1.2 -0.62
O 1.582 -2.106 -3.403 0.1 1.1 0.1 -0.81
O 3.688 -0.192 2.521 0.0 0.0 -0.1 -0.62
O 2.077 -2.028 -0.344 0.2 0.1 0.5 -0.46
O 2.463 1.641 -1.005 0.6 0.2 -0.5 -0.79
O -3.274 0.759 0.386 -0.7 -0.4 -0.4 -0.56
O -1.966 1.158 2.768 -0.6 -0.1 0.0 -0.79
O 2.269 1.862 -3.715 0.7 -0.1 1.5 -0.75
O -4.026 -1.985 0.558 -0.3 0.4 -0.7 -0.75
C 0.281 0.680 1.014 -0.7 -0.5 -2.7 1.66
C 0.145 0.267 -0.274 -0.9 -1.5 2.6 -1.85
C -0.712 2.892 0.598 1.2 0.7 0.7 0.58
C 1.529 2.507 1.920 -0.3 1.3 1.4 -0.19
C -0.803 4.378 0.834 -0.9 -1.4 0.0 -1.61
C 1.191 2.214 3.395 0.3 0.1 0.7 -1.40
C 0.238 2.142 1.160 2.1 -0.9 -0.2 -1.21
H -2.276 -1.189 -2.888 -0.1 -0.1 -0.1 0.33
H 1.771 2.743 4.137 0.4 0.6 -0.1 0.47
H 3.439 -0.936 3.081 -0.1 0.0 0.0 0.33
H -0.942 -3.336 -0.608 -0.7 -0.3 -0.1 0.30
H -0.114 0.954 -1.038 0.0 0.5 -0.6 0.20
H 1.971 1.728 -2.785 -0.8 0.1 -0.3 0.52
H 0.094 -2.556 2.694 0.0 0.2 -0.1 0.34
H 1.874 2.250 -0.543 0.0 -0.2 0.2 0.34
H 3.180 1.886 -3.371 0.4 0.2 -1.2 0.30
H -0.208 4.837 0.057 -0.1 0.9 0.1 0.33
H -2.302 0.948 1.872 -0.2 0.6 0.2 0.46
H -2.482 -3.286 -0.958 0.4 -0.3 -0.3 0.28
H 0.110 -2.747 -2.064 -0.1 -0.3 1.1 0.31
H 3.374 -0.428 1.642 -0.1 0.0 0.1 0.26
H -0.031 -3.401 -3.218 -0.2 -1.4 -0.3 0.37
H -0.006 0.434 -4.398 -0.5 -0.4 -0.5 0.32
H -1.898 4.566 0.765 0.9 0.7 0.0 0.39
H 1.952 3.509 1.741 -1.0 0.3 0.3 0.58
H 0.807 -2.924 1.348 -0.1 0.2 0.1 0.30
H -1.471 2.487 -0.038 -0.4 -0.7 0.1 0.51
H 0.159 2.377 3.673 -0.3 0.3 -0.1 0.36
H -4.225 0.959 0.354 0.4 0.4 0.1 0.25
H -3.051 0.053 -2.537 -0.1 0.0 -0.1 0.32
H -3.112 -2.287 0.703 -0.1 0.0 0.5 0.45
H 1.429 0.598 -4.505 0.2 -0.5 -0.5 0.45
H 0.465 0.009 1.870 0.0 0.4 -0.6 0.42
H 1.018 -1.323 -3.670 0.2 -0.6 -0.2 0.46
H 1.378 1.183 3.661 0.0 -0.5 -0.3 0.32
H -1.227 -0.303 3.114 -0.5 0.3 1.8 0.50
H -1.450 1.966 2.685 -0.1 -0.2 -0.2 0.37
H 2.963 -2.299 -0.054 -0.4 -0.1 -0.5 0.24
H 2.393 -1.783 -3.820 0.2 -0.5 0.1 0.28
H -1.108 -1.045 4.651 -0.8 0.6 -0.1 0.22
H 2.474 1.963 1.772 -0.9 -0.8 -0.8 0.21
H 2.007 -2.082 -1.310 0.5 -0.2 -0.1 0.28
H -3.323 -0.212 0.280 0.3 -0.1 -0.1 0.29
H -0.453 4.542 1.854 0.1 0.6 -0.3 0.34
H 0.043 -0.792 -0.458 0.2 -0.1 -0.3 -0.22
H 2.317 0.767 -0.620 -0.3 0.2 0.1 0.42
H -4.446 -1.563 1.309 0.4 -0.4 0.5 0.32
```
Forces are in eV/Å.

---

This record from OMol25 describes a 14-piece molecular cluster, C7H42O14 overall. The level of theory is ωB97M-V with the def2-TZVPD basis set.

HOMO energy: -9.86 eV
LUMO energy: -0.1 eV

```
63
Properties=species:S:1:pos:R:3:forces:R:3:mulliken_charge:R:1
O -3.135 -0.366 1.751 0.1 0.0 0.1 -0.68
O 1.238 -3.708 0.854 0.3 0.2 -0.1 -0.61
O -0.271 0.928 4.395 -0.4 0.2 -0.4 -0.50
O 1.334 3.281 -0.546 -0.1 -0.1 -0.3 -0.56
O 1.151 0.506 0.161 -0.4 0.2 0.4 -0.04
O 5.165 0.896 -1.845 0.1 -0.2 0.3 -0.54
O 0.306 -1.280 -3.570 0.0 -0.1 0.0 -0.56
O -0.406 2.579 -2.934 -0.3 -0.1 -0.1 -0.56
O -3.108 -1.557 -0.943 0.1 -0.1 -0.1 -0.26
O -1.102 -3.678 -0.891 0.5 0.0 -0.1 -0.60
O 2.636 -1.420 1.569 0.2 -0.1 0.2 -0.50
O -1.769 -2.146 3.891 -0.1 0.3 -0.2 -0.56
O -2.090 3.151 0.178 0.0 0.0 0.0 -0.60
O -2.959 1.787 -2.118 -0.1 -0.1 -0.1 -0.65
C -0.014 -0.061 -0.414 0.5 -0.3 -0.7 0.65
C 0.769 2.097 -3.575 0.1 -0.4 0.8 -0.46
C -4.478 -1.308 -1.198 -0.4 0.1 0.3 -0.79
C -0.794 -2.236 2.878 1.3 0.0 0.1 -0.13
C 2.059 3.569 0.637 -0.2 -0.2 0.3 -0.59
C 1.124 0.852 4.147 -0.1 -0.6 0.8 -0.32
C 3.930 0.198 -1.702 0.0 0.2 -1.1 -0.18
H -2.952 -1.273 -0.033 -0.1 0.0 0.0 0.27
H 1.247 1.036 3.084 0.2 0.2 0.0 -0.02
H -3.650 -0.028 2.492 -0.1 0.1 -0.1 0.28
H -2.102 1.949 -2.551 0.1 0.1 -0.1 0.38
H -0.172 3.039 -2.117 0.2 0.2 0.1 0.31
H 3.419 -1.336 2.119 0.0 0.1 0.0 0.24
H -5.135 -1.837 -0.497 0.2 0.0 0.0 0.26
H -4.743 -1.659 -2.193 0.2 0.1 -0.1 0.29
H 0.773 -3.319 0.096 -0.2 -0.3 0.2 0.33
H 1.685 1.544 4.781 0.0 0.3 -0.3 0.34
H -0.409 -0.721 -3.890 0.0 0.1 0.0 0.31
H 1.135 2.336 -0.541 0.2 -0.1 0.3 0.29
H 3.247 0.883 -1.212 0.0 -0.2 0.3 -0.03
H -2.541 2.579 -0.466 0.0 0.0 0.0 0.35
H -0.677 -0.556 0.297 0.0 0.2 0.2 -0.48
H -0.510 0.596 5.263 0.3 -0.1 0.0 0.28
H -0.058 -2.170 -3.593 0.0 0.0 -0.1 0.24
H -0.906 -3.118 2.247 -0.1 0.1 -0.1 0.36
H 0.272 -0.798 -1.176 -0.1 0.0 0.1 0.27
H -2.268 0.045 1.848 0.0 0.1 0.1 0.27
H 3.995 -0.768 -1.198 0.2 0.2 0.4 0.23
H 1.514 -0.142 4.397 -0.1 0.0 -0.3 0.24
H -0.546 0.727 -0.949 -0.1 0.0 0.2 -0.17
H -1.766 2.559 0.860 0.1 0.0 0.0 0.27
H -0.651 -1.344 2.257 -0.6 0.1 0.0 -0.23
H -0.822 -4.158 -1.677 -0.1 0.0 0.0 0.30
H 2.485 -2.375 1.466 -0.3 0.0 -0.1 0.27
H 0.198 -2.269 3.340 -0.2 -0.5 0.3 0.22
H 3.036 3.975 0.377 0.0 0.1 0.1 0.28
H 1.488 4.252 1.271 0.1 0.3 -0.2 0.30
H 1.323 1.430 -2.906 0.1 0.1 0.0 0.08
H 1.433 2.912 -3.857 -0.1 0.0 -0.3 0.26
H 1.444 -4.609 0.590 -0.1 0.0 0.0 0.27
H -4.699 -0.240 -1.103 0.0 0.0 -0.1 0.28
H -3.314 0.989 -2.518 0.0 0.0 0.1 0.33
H 2.200 2.677 1.254 0.1 -0.1 -0.2 0.08
H -2.534 -1.721 3.489 -0.1 -0.2 0.0 0.35
H 1.583 -0.123 0.765 0.1 -0.1 -0.3 0.00
H 0.463 1.473 -4.411 0.0 0.3 -0.3 0.29
H -1.414 -2.818 -1.205 -0.4 0.0 0.0 0.33
H 5.821 0.306 -2.223 0.0 0.0 0.0 0.28
H 3.521 -0.008 -2.702 -0.1 0.0 0.1 0.25
```
Forces are in eV/Å.

---

This record from OMol25 describes a 17-piece molecular cluster, C7H43BrN2O19 overall. The level of theory is ωB97M-V with the def2-TZVPD basis set.

HOMO energy: -10.49 eV
LUMO energy: -1.4 eV

```
72
Properties=species:S:1:pos:R:3:forces:R:3:mulliken_charge:R:1
Br 0.833 -3.146 1.302 -0.1 -0.1 0.1 -0.09
O -0.203 1.608 1.342 0.0 -0.1 0.1 -0.31
O -2.584 -4.104 0.832 -0.3 0.0 -0.1 -0.66
O 3.329 -1.766 3.400 0.0 0.1 0.0 -0.58
O 1.926 3.701 2.178 0.1 0.0 0.0 -0.58
O 0.420 4.209 -3.882 0.2 0.0 0.0 -0.67
O 0.310 1.362 -2.594 -0.1 -0.2 0.0 -0.44
O 1.796 3.521 -1.075 -0.1 0.0 0.0 -0.50
O -2.776 -1.614 -3.979 0.2 -0.1 -0.2 -0.58
O 2.685 6.558 1.518 0.1 0.0 0.0 -0.62
O -1.211 -6.921 1.020 0.0 0.1 0.0 -0.66
O -1.837 1.889 -4.812 0.0 0.1 0.1 -0.64
O 0.115 -5.836 -1.421 -0.1 0.1 0.0 -0.70
O -0.473 4.536 7.000 0.1 -0.1 0.0 -0.65
O 3.195 2.814 -4.736 0.0 -0.1 0.1 -0.64
O -0.232 2.506 4.372 0.1 0.3 0.0 -0.64
O 0.622 2.581 9.055 0.0 0.0 0.0 -0.65
O -0.762 0.176 -0.071 0.1 0.2 0.2 0.04
O 0.071 -0.768 -5.040 -0.1 0.1 -0.2 -0.64
O -5.480 -3.069 1.140 0.0 0.2 -0.1 -0.68
N -1.465 -3.239 -1.012 -0.5 0.7 0.3 -0.20
N -0.904 0.671 1.194 -0.2 0.0 -0.2 -0.21
C -2.153 -3.151 0.244 0.4 0.0 -0.2 -0.26
C -1.649 -0.906 -0.431 0.1 -0.1 0.0 -0.14
C -2.269 -1.707 0.697 0.1 -0.2 0.4 -0.54
C 0.665 -1.847 -1.287 0.1 0.0 0.3 -1.25
C 2.944 -2.050 -0.230 -0.1 -0.2 0.1 -1.47
C -0.864 -1.919 -1.304 -0.2 0.2 -0.5 1.07
C 1.461 -1.818 0.016 0.2 0.1 -0.3 0.56
H -3.316 -1.477 0.898 0.0 0.0 -0.1 0.73
H -0.309 3.868 6.325 -0.2 0.0 0.0 0.36
H -0.432 1.718 -3.098 -0.1 0.0 -0.1 0.24
H -1.134 -1.673 -2.327 0.1 -0.1 -0.1 -0.46
H -0.600 2.214 3.530 -0.1 -0.1 0.1 0.31
H 2.445 5.654 1.754 -0.2 0.0 0.0 0.33
H 1.035 -2.665 -1.909 -0.1 -0.1 0.0 0.51
H -2.208 -3.399 -1.694 0.2 -0.5 -0.1 0.43
H 0.003 1.350 -1.678 0.1 0.0 -0.1 0.24
H 3.368 2.186 -4.028 0.0 0.0 0.0 0.30
H 2.502 -1.454 3.782 0.0 -0.1 0.0 0.29
H -1.754 -1.632 1.655 0.1 0.1 -0.1 0.23
H 0.936 3.887 -3.127 -0.2 0.1 0.2 0.29
H -1.588 1.173 -5.409 0.2 -0.1 0.0 0.33
H 2.008 4.116 -0.347 0.1 0.0 0.0 0.24
H 3.472 -2.127 0.719 0.0 0.1 0.0 0.38
H -0.601 -6.706 0.302 0.0 -0.1 0.0 0.36
H 2.574 3.388 2.819 0.0 0.0 0.0 0.31
H 1.339 -0.854 0.503 -0.1 -0.1 0.2 -0.03
H 2.427 3.313 -4.433 -0.1 0.0 -0.2 0.40
H -0.406 -5.033 -1.263 0.1 0.1 0.0 0.40
H -3.369 -1.066 -4.505 -0.1 0.0 0.1 0.26
H -0.062 3.444 4.226 0.1 0.0 -0.1 0.30
H 1.978 6.878 0.951 0.0 0.0 0.0 0.32
H -2.403 -0.444 -1.067 -0.1 0.0 0.1 0.46
H -0.293 3.571 -3.975 0.1 0.0 -0.1 0.34
H -5.689 -3.606 1.911 0.0 0.0 0.0 0.31
H -0.747 -1.060 -4.627 -0.1 0.0 0.2 0.32
H -1.748 -6.127 1.116 0.0 0.0 0.0 0.33
H 0.714 -5.622 -2.141 0.0 0.0 0.0 0.30
H 0.829 1.851 8.466 0.0 0.0 0.0 0.29
H -2.026 2.632 -5.396 0.0 0.0 0.0 0.30
H -0.762 5.325 6.533 0.0 0.0 0.0 0.30
H 3.594 -2.498 3.965 0.0 0.0 0.0 0.31
H 0.343 3.303 8.476 -0.1 0.1 0.1 0.36
H 2.235 2.697 -0.840 0.0 0.0 -0.1 0.28
H 0.924 -0.922 -1.813 0.1 -0.1 -0.1 0.25
H -4.580 -3.326 0.912 0.0 -0.3 0.1 0.38
H -2.596 -2.379 -4.539 -0.1 0.0 0.0 0.31
H 0.323 0.028 -4.555 0.2 -0.1 0.2 0.29
H 1.270 2.998 2.120 0.0 0.0 0.0 0.33
H 3.096 -2.982 -0.775 0.0 0.0 -0.1 0.39
H 3.359 -1.219 -0.804 0.0 0.0 -0.1 0.35
```
Forces are in eV/Å.

---

This record from OMol25 describes C7H4BrMnNO2S as an isolated structure. The level of theory is ωB97M-V with the def2-TZVPD basis set.

net charge: +1
HOMO energy (alpha / beta): -14.19 / -14.24 eV
LUMO energy (alpha / beta): -5.8 / -6.2 eV
multiplicity: 3
<S²>: 2.037

```
17
Properties=species:S:1:pos:R:3:forces:R:3:mulliken_charge:R:1
Br -2.429 -0.817 -3.067 -0.5 0.0 -0.1 -0.18
Mn -0.533 -0.039 -2.219 0.6 -0.3 0.1 0.26
S -1.151 3.268 -2.398 0.0 0.3 0.0 -0.03
O 1.230 -0.282 -2.260 -0.1 0.1 0.7 -0.66
O 3.065 -0.585 -0.990 -0.1 0.0 0.2 -0.47
N -0.329 -0.130 -0.272 -0.1 0.0 -0.3 0.16
C -0.990 -0.198 1.992 0.0 0.0 -0.1 -0.69
C 1.316 -0.511 1.403 0.0 0.0 0.0 -0.60
C 0.944 -0.357 0.087 0.0 0.0 0.2 0.40
C -1.291 -0.047 0.648 0.1 0.0 0.2 -0.14
C 0.323 -0.429 2.372 0.0 0.0 0.0 -0.23
C -0.887 1.805 -2.306 0.0 -0.1 0.0 0.70
C 1.892 -0.426 -1.067 0.1 0.1 -0.8 0.72
H -1.784 -0.137 2.722 0.0 0.0 0.0 0.40
H 2.355 -0.693 1.639 0.0 0.0 0.0 0.47
H -2.299 0.125 0.297 0.0 0.0 0.0 0.44
H 0.568 -0.549 3.419 0.0 0.0 0.0 0.45
```
Forces are in eV/Å.